The ion C9H16N4O2 with charge -2 in a non-equilibrium geometry, computed with wB97M-V/def2-TZVPD.

## Properties
Charge: -2
Frontier orbital gap (alpha / beta): 0.1519 / 0.1627 Ha
Energy relative to the best compared isomer or geometry (same formula, charge and spin): 0.150 eV

Last column: Löwdin charge in e.
Cartesian coordinates (Å):
C: -0.16385 0.56838 -1.82180  -0.407
C: 1.29753 -0.40502 0.90839  -0.393
C: -0.77564 1.07269 0.74689  -0.382
C: -0.47522 -0.63246 -0.81035  -0.402
C: -1.38989 0.94827 -2.60774  -0.107
C: 0.89659 -1.16817 2.12157  -0.106
C: 2.68066 0.10839 0.97601  -0.103
C: -1.28514 1.64254 2.05662  -0.085
C: -0.76237 -1.91312 -1.53828  -0.045
N: 0.38803 1.67302 -1.09841  -0.053
N: 0.07231 1.85252 0.14787  -0.038
N: 0.95715 -0.98851 -0.27661  -0.174
N: -1.35776 -0.05855 0.08456  -0.191
O: 1.82980 -1.11647 -1.26174  -0.250
O: -2.32027 -0.75895 0.76579  -0.314
H: 0.63422 0.17646 -2.52106  0.119
H: -1.21527 1.98791 -2.90850  0.039
H: -2.21158 1.11986 -1.92713  0.062
H: -1.44081 0.32330 -3.60468  0.088
H: 0.87958 -0.41527 2.99446  0.083
H: 1.35656 -2.17384 2.33428  0.060
H: -0.16203 -1.50650 1.97136  0.068
H: 2.85339 0.96831 1.69081  0.075
H: 2.93179 0.48925 0.00163  0.053
H: 3.32578 -0.64264 1.39541  0.046
H: -0.77869 2.61153 2.28350  0.051
H: -1.10575 1.02893 2.94125  0.031
H: -2.40841 1.94239 2.02748  0.073
H: -1.23111 -2.65322 -0.80754  0.085
H: 0.31002 -2.19290 -1.83939  0.086
H: -1.32963 -1.88813 -2.42468  0.029

A structure of composition C30H30AsN4O6Tl in a non-equilibrium geometry, computed with wB97M-V/def2-TZVPD.

## Properties
Charge: -2
Frontier orbital gap: 0.1975 Ha
Energy relative to the best compared isomer or geometry (same formula, charge and spin): 2.584 eV

Last column: Löwdin charge in e.
Cartesian coordinates (Å):
Tl: -1.01888 -0.46119 -0.22592  0.952
C: -3.67176 -3.32449 0.57876  -0.225
C: -4.64558 -2.65761 1.36140  -0.217
C: -5.04569 -1.49251 0.66784  -0.229
C: -4.31674 -1.43665 -0.54113  -0.248
C: -3.45810 -2.57013 -0.59265  -0.278
H: -3.16026 -4.24672 0.82765  0.056
H: -5.00725 -2.97145 2.33660  0.048
H: -5.77830 -0.76711 1.00784  0.056
H: -4.41647 -0.67264 -1.30736  0.065
H: -2.82436 -2.87002 -1.42009  0.060
O: 0.84385 -0.39396 1.63993  -0.274
C: 1.13716 0.22699 2.71401  -0.402
C: 2.43182 0.07201 3.31692  -0.044
C: 2.80720 0.71487 4.47567  -0.128
C: 1.91841 1.57266 5.13585  -0.149
C: 0.66562 1.75976 4.57722  -0.084
C: 0.24515 1.12912 3.40088  -0.082
C: -1.10341 1.41510 2.87961  -0.272
N: -1.80263 0.74176 1.98386  0.030
C: -3.01160 1.39653 1.82688  -0.132
C: -3.05549 2.47920 2.64049  -0.096
N: -1.84242 2.48068 3.30769  0.083
H: 3.13694 -0.56781 2.79350  0.083
H: 3.80534 0.56103 4.87533  0.086
H: 2.19802 2.07676 6.05196  0.074
H: -0.02192 2.41650 5.10124  0.088
H: -3.75285 1.02038 1.13420  0.094
H: -3.80390 3.24100 2.80042  0.096
H: -1.52478 3.18816 3.93646  0.124
C: 0.48127 -5.20546 2.13887  -0.239
As: 0.49257 -3.32502 1.61947  0.941
C: -0.80598 -2.57139 2.83072  -0.192
C: 2.31225 -2.84652 2.03728  -0.221
O: 0.20344 -3.21700 0.00252  -0.589
H: 0.90252 -5.34883 3.13647  0.023
H: 1.06784 -5.75758 1.40513  0.022
H: -0.54658 -5.56671 2.11773  0.021
H: -1.31402 -3.39433 3.32849  0.030
H: -1.52881 -2.00746 2.24584  0.004
H: -0.31974 -1.91056 3.54879  0.034
H: 2.45509 -2.70502 3.11142  0.038
H: 2.52419 -1.92062 1.50662  0.017
H: 2.93471 -3.65716 1.67088  0.028
O: -1.79714 4.23708 -2.06558  -0.040
C: -1.18104 3.19270 -1.77876  -0.660
O: -1.54631 2.19168 -1.10036  -0.158
C: 0.23124 3.06779 -2.36779  -0.092
C: 0.57044 3.73576 -3.47568  -0.020
C: 1.92830 3.74736 -3.98845  -0.061
C: 2.92458 3.07658 -3.39878  -0.029
C: 2.62681 2.13864 -2.30987  -0.249
C: 1.17768 2.12483 -1.74185  -0.073
N: 3.77027 1.87907 -1.35989  -0.344
O: 4.62683 2.72894 -1.31650  0.055
O: 3.75631 0.89246 -0.69833  0.119
H: -0.17600 4.38186 -3.92295  0.112
H: 2.16011 4.39353 -4.82897  0.098
H: 3.95787 3.20915 -3.68603  0.105
H: 1.03813 1.89171 -0.69224  0.138
N: 1.75894 1.03333 -2.48686  0.096
C: 1.32925 0.57745 -3.75152  -0.214
C: -0.02550 0.40588 -4.01363  -0.002
C: -0.42770 -0.13612 -5.22658  -0.075
C: 0.50766 -0.50090 -6.18835  -0.118
C: 1.86046 -0.32634 -5.91995  -0.107
C: 2.27100 0.21233 -4.70897  -0.027
H: -0.75765 0.68856 -3.26190  0.100
H: -1.48544 -0.27030 -5.41800  0.103
H: 0.18717 -0.92304 -7.13304  0.087
H: 2.60160 -0.61744 -6.65630  0.090
H: 3.32630 0.34084 -4.48814  0.114

A cluster of 6 separate species, C29H56F4N7O8 in total in a non-equilibrium geometry, computed with wB97M-V/def2-TZVPD.

## Properties
Charge: 0
Frontier orbital gap (alpha / beta): 0.3108 / 0.3472 Ha
2S+1: 2
Expectation value of S²: 0.754

Last column: Löwdin charge in e.
Cartesian coordinates (Å):
C: 2.72238 1.77821 1.68431  -0.015
C: 1.31037 2.32979 1.37801  -0.428
C: 0.94572 3.44304 2.37757  -0.032
C: 0.20604 1.24547 1.46915  -0.061
C: -0.08453 0.38353 0.21353  -0.292
C: 0.90662 -0.80454 -0.00436  -0.092
C: 1.47479 -1.52778 1.22560  -0.063
C: 2.28651 -2.75312 0.84802  -0.628
F: 2.09647 -3.76841 1.69187  0.140
F: 3.60674 -2.51232 0.85482  0.132
F: 2.01858 -3.22956 -0.38449  0.118
C: -1.49266 -0.16467 0.45211  -0.340
O: -2.48027 0.13290 -0.14005  0.170
N: -1.63476 -1.09262 1.60175  0.165
C: -2.12074 -2.35483 1.26231  -0.543
O: -3.20133 -2.78954 1.36539  0.184
F: -1.13285 -3.10961 0.75328  0.127
C: -0.12149 1.24563 -1.06844  -0.058
C: 0.16682 2.76046 -0.91782  -0.430
C: 0.55236 3.28976 -2.32067  -0.016
C: -1.02476 3.56942 -0.37056  -0.008
N: 1.34844 2.91924 -0.00633  -0.120
O: 1.96722 4.03828 -0.07987  -0.035
H: 3.35710 2.60868 2.02329  0.085
H: 2.69245 1.02880 2.48133  0.081
H: 3.21281 1.37732 0.79618  0.058
H: 0.26882 4.17349 1.93263  0.043
H: 0.41429 3.01094 3.23968  0.097
H: 1.84180 3.94151 2.76130  0.081
H: 0.43338 0.60122 2.32713  0.124
H: -0.72859 1.76834 1.72723  0.118
H: 0.40063 -1.54060 -0.64794  0.129
H: 1.76338 -0.46632 -0.60824  0.104
H: 0.70881 -1.84722 1.93692  0.112
H: 2.17853 -0.87176 1.74171  0.106
H: -2.34907 -0.69846 2.21828  0.156
H: 0.63305 0.87948 -1.77508  0.089
H: -1.09185 1.15118 -1.56253  0.124
H: 0.27493 2.56393 -3.09703  0.085
H: 1.63781 3.43515 -2.38188  0.074
H: 0.05628 4.23810 -2.55233  0.079
H: -0.86932 4.64142 -0.54334  0.089
H: -1.22507 3.41962 0.69378  0.064
H: -1.92605 3.26002 -0.92184  0.099
C: -3.56350 -7.20077 -1.06953  -0.009
C: -4.16499 -6.60789 -2.31913  -0.550
O: -4.28504 -7.23247 -3.36051  0.022
N: -4.59301 -5.31516 -2.23603  0.004
C: -4.56583 -4.44099 -1.08116  -0.088
H: -3.28952 -8.23014 -1.28177  0.085
H: -2.67396 -6.64856 -0.76338  0.090
H: -4.26719 -7.17907 -0.23867  0.048
H: -4.97580 -4.95893 -3.09760  0.134
H: -5.57539 -4.11707 -0.81482  0.082
H: -3.97049 -3.54804 -1.27747  0.076
H: -4.13098 -4.95138 -0.22804  0.061
C: -2.35185 7.89268 2.85193  -0.010
C: -1.24571 6.88620 2.62998  -0.540
O: -1.47092 5.69149 2.52890  0.028
N: 0.02530 7.35863 2.53883  0.015
C: 0.48158 8.72861 2.63093  -0.078
H: -3.28996 7.34804 2.89652  0.082
H: -2.20844 8.43781 3.78549  0.083
H: -2.39516 8.61589 2.03685  0.084
H: 0.71426 6.63882 2.37778  0.135
H: 0.97914 9.04057 1.71115  0.084
H: 1.18162 8.85644 3.45832  0.083
H: -0.36325 9.38926 2.79874  0.069
C: -5.86725 -8.47994 3.61464  -0.010
C: -5.52842 -7.41539 2.59616  -0.538
O: -4.48456 -7.43889 1.96518  0.029
N: -6.43374 -6.41990 2.40402  0.013
C: -7.71450 -6.23538 3.05184  -0.078
H: -5.04382 -9.18691 3.63922  0.083
H: -5.99947 -8.04770 4.60714  0.084
H: -6.78378 -9.00591 3.34512  0.084
H: -6.14511 -5.73554 1.72132  0.134
H: -8.52831 -6.23973 2.32483  0.084
H: -7.74765 -5.29077 3.59736  0.083
H: -7.88952 -7.04016 3.75877  0.069
C: 7.13951 1.63905 -1.54628  -0.009
C: 5.72176 1.98662 -1.14704  -0.541
O: 5.06174 1.27576 -0.41218  0.032
N: 5.19083 3.14405 -1.62595  0.022
C: 5.80683 4.12179 -2.49326  -0.080
H: 7.39323 0.69557 -1.07201  0.082
H: 7.23419 1.53417 -2.62817  0.078
H: 7.84153 2.40635 -1.21808  0.083
H: 4.24662 3.31449 -1.30299  0.123
H: 5.86786 5.09773 -2.00854  0.083
H: 5.24330 4.24045 -3.42183  0.080
H: 6.81528 3.80846 -2.74878  0.069
C: 3.60405 0.56199 -4.68448  -0.001
C: 3.13753 -0.31079 -3.54120  -0.520
O: 2.47712 0.13895 -2.61797  0.024
N: 3.47878 -1.62193 -3.56825  0.024
C: 4.24956 -2.32738 -4.56950  -0.073
H: 3.24302 1.56804 -4.49729  0.077
H: 4.69256 0.57716 -4.75138  0.081
H: 3.20889 0.20813 -5.63770  0.085
H: 3.14607 -2.14481 -2.77065  0.137
H: 3.66783 -3.13481 -5.01660  0.085
H: 5.15459 -2.75679 -4.13676  0.085
H: 4.54276 -1.64353 -5.36040  0.070

A structure of composition C18H11BF12IrN3O8S2 in a non-equilibrium geometry, computed with wB97M-V/def2-TZVPD.

## Properties
Charge: -2
Frontier orbital gap: 0.2712 Ha
Energy relative to the best compared isomer or geometry (same formula, charge and spin): 0.991 eV

Last column: Löwdin charge in e.
Cartesian coordinates (Å):
Ir: -0.13101 -0.86857 -0.23545  1.355
O: -2.94043 0.03815 4.85663  0.103
C: -2.72862 1.24001 4.34528  -0.516
O: -2.98911 2.25616 4.95348  0.064
C: -2.16253 1.28057 2.97733  -0.050
C: -1.93475 2.42899 2.23760  0.015
N: -1.42150 2.05468 1.05798  0.069
N: -1.29825 0.72498 0.98877  -0.008
C: -1.73261 0.24214 2.13091  -0.142
C: -1.67832 -1.24946 2.24115  -0.517
O: -2.18568 -1.77994 3.24314  0.045
O: -1.13908 -1.86976 1.27334  -0.088
H: -2.66628 -0.70190 4.21968  0.047
H: -2.14071 3.45713 2.48038  0.137
H: -1.15680 2.63197 0.25789  0.115
F: -3.33883 -0.59473 -4.39458  0.122
C: -3.32954 0.52763 -3.66926  -0.659
F: -4.04741 0.31547 -2.57335  0.138
F: -3.92852 1.47848 -4.39436  0.116
S: -1.55139 0.99013 -3.25752  0.608
O: -1.43206 0.69076 -1.84638  -0.366
O: -0.79156 0.27131 -4.22173  -0.246
N: -1.45707 2.55367 -3.50858  -0.288
S: -1.99608 3.51068 -2.37118  0.598
O: -1.07328 3.77092 -1.28850  -0.305
O: -3.37555 3.32042 -2.00603  -0.283
C: -1.98470 5.06575 -3.35269  -0.689
F: -2.43886 6.05967 -2.57754  0.118
F: -2.78319 4.97497 -4.41548  0.130
F: -0.76210 5.39165 -3.76907  0.134
F: -0.34448 -3.67033 -1.01704  -0.044
C: -0.31477 -2.37857 -1.50275  -0.449
F: -1.61762 -2.17115 -1.95689  -0.055
H: 0.35209 -2.34832 -2.36230  0.101
F: 2.54878 -1.70426 -2.63779  0.120
B: 2.55935 -0.35636 -2.28584  -1.215
F: 3.52332 -0.09256 -1.32960  0.139
F: 2.68961 0.46057 -3.39218  0.137
F: 1.23427 -0.02442 -1.68419  -0.059
C: 4.22957 -4.21079 1.49921  -0.112
C: 3.25470 -4.28545 0.48419  -0.085
C: 2.35900 -3.26948 0.30667  -0.016
C: 2.37297 -2.11360 1.12247  -0.132
C: 1.44494 -1.02478 0.95529  -0.210
C: 1.62898 0.09253 1.74053  -0.108
C: 2.65171 0.17804 2.71168  -0.091
C: 3.49955 -0.86351 2.91492  -0.068
C: 3.38474 -2.02769 2.11788  -0.172
C: 4.29143 -3.10363 2.29264  -0.064
H: 4.93496 -5.02295 1.63673  0.087
H: 3.22124 -5.14922 -0.16875  0.095
H: 1.63105 -3.33179 -0.47797  0.077
H: 0.98901 0.95570 1.61631  0.080
H: 2.74462 1.08389 3.30060  0.095
H: 4.28096 -0.81235 3.66573  0.097
H: 5.04580 -3.02138 3.06856  0.097

A cluster of 2 separate species, Br2H3N2P in total in a non-equilibrium geometry, computed with wB97M-V/def2-TZVPD.

## Properties
Charge: 0
Frontier orbital gap (alpha / beta): 0.2935 / 0.2592 Ha
Energy relative to the best compared isomer or geometry (same formula, charge and spin): 1.853 eV

Last column: Löwdin charge in e.
Cartesian coordinates (Å):
N: 0.11891 0.07912 0.33717  -0.106
N: -0.60524 1.02182 -0.15418  -0.127
P: -2.98241 0.08195 -1.15096  -0.034
Br: -4.00139 0.89071 0.64196  0.031
Br: -2.40780 -1.95187 -0.29412  0.016
H: -0.35879 -0.34280 1.10685  0.053
H: 0.94357 -0.39254 0.00751  0.108
H: -0.18442 1.23481 -1.09884  0.059